(1)
Computed, not measured: 2 unconnected molecules or ions with the total composition C3H8NO3, with ωB97M-V/def2-TZVPD.

Structure (XYZ):
```
15
Properties=species:S:1:pos:R:3:forces:R:3
O 0.968399 -0.026281 2.088949 0.16 -0.21 -0.07
C 0.729067 1.205131 2.130778 -0.34 -0.04 0.29
O 0.343317 1.961519 1.231153 0.05 0.23 -0.34
H 0.834728 1.667653 3.145224 0.13 0.02 0.10
C -1.506157 -0.338266 -0.404747 -0.04 -0.24 0.24
N -0.648506 -0.778562 -1.493607 -0.03 -0.10 -0.13
C 0.752014 -0.456108 -1.241119 0.15 0.03 -0.27
O 1.323467 -1.271557 -0.278622 -0.04 -0.35 0.05
H -1.196644 -0.852670 0.508715 -0.03 0.07 -0.06
H -2.533700 -0.631284 -0.613661 -0.16 0.04 -0.03
H -1.443172 0.731352 -0.198033 -0.01 0.14 0.02
H -0.921284 -0.317031 -2.353793 -0.02 0.02 0.01
H 1.273820 -0.634437 -2.186028 0.09 0.09 -0.06
H 0.873331 0.588822 -0.931373 -0.05 0.16 -0.05
H 1.151319 -0.848282 0.596162 0.14 0.13 0.30
```
Positions in Å, forces in eV/Å.

Results
spin multiplicity: 1
LUMO energy: 4.166 eV
calculated total energy: -10874.817 eV
gap between HOMO and LUMO: 8.75 eV
maximum force: 0.45 eV/Å
net charge: -1
HOMO energy: -4.58 eV

Results of the Mulliken charge analysis, in e, for atoms 1 through 4: atom 1 (O): -0.73, atom 2 (C): -0.05, atom 3 (O): -0.62, atom 4 (H): 0.39

(2)
Computed, not measured: 2 unconnected molecules or ions with the total composition C3H8NO3 at a distorted geometry, with ωB97M-V/def2-TZVPD.

Structure (XYZ):
```
15
Properties=species:S:1:pos:R:3:forces:R:3
O -1.425138 -2.750131 1.294288 -0.27 -0.43 -0.16
C -0.244065 -2.839557 1.066355 -1.02 0.96 0.35
O 0.538736 -1.782235 0.917584 0.87 -0.87 -0.64
H 0.215059 -3.830553 1.001178 0.63 0.12 0.05
H 0.065057 -1.069036 0.407577 -0.63 0.33 0.28
C 1.083616 1.618341 -0.838144 0.20 -0.19 0.40
O 2.120296 2.197637 -0.241947 -0.01 0.10 -0.07
C -0.123072 1.364147 0.124063 -0.01 0.10 -0.33
N -0.989153 0.278538 -0.410736 0.22 -0.20 -0.03
H 0.690060 2.189927 -1.725046 -0.26 -0.07 -0.07
H 1.292173 0.575102 -1.250064 0.02 0.13 -0.05
H 0.327423 1.064556 1.072995 -0.13 -0.02 0.03
H -0.687553 2.287698 0.277728 0.03 0.06 0.05
H -1.985014 0.417013 -0.279117 0.13 0.04 0.43
H -0.878424 0.278553 -1.416713 0.22 -0.05 -0.23
```
Positions in Å, forces in eV/Å.

Results
spin multiplicity: 1
LUMO energy: 3.604 eV
calculated total energy: -10873.009 eV
gap between HOMO and LUMO: 6.07 eV
maximum force: 1.45 eV/Å
net charge: -1
HOMO energy: -2.47 eV

Results of the Mulliken charge analysis, in e, for atoms 1 through 4: atom 1 (O): -0.51, atom 2 (C): 0.14, atom 3 (O): -0.44, atom 4 (H): 0.33

(3)
Computed, not measured: 2 unconnected molecules or ions with the total composition C3H8NO3 at a distorted geometry, with ωB97M-V/def2-TZVPD.

Structure (XYZ):
```
15
Properties=species:S:1:pos:R:3:forces:R:3
O 2.415058 -2.275543 0.089779 0.73 0.60 -1.49
C 1.660902 -1.342976 -0.330575 -0.52 -2.26 4.18
O 1.524004 -0.716490 -1.352421 0.81 1.29 -2.62
C 0.575850 -1.096797 0.758726 -2.66 -0.40 -1.30
C -0.798102 -1.107169 -0.026002 2.44 -1.87 0.67
N 0.561725 0.107034 1.496360 2.85 0.21 2.99
H 0.608193 -1.856278 1.528605 0.00 -0.76 -0.31
H -0.785064 -2.060018 -0.504353 0.04 -0.76 -1.06
H -1.641073 -1.220524 0.571047 -1.63 0.72 1.47
H -0.815475 -0.360621 -0.775538 -0.15 0.91 -0.55
H 1.554316 0.210274 1.896331 -1.96 0.40 -0.78
H 0.352286 0.834623 0.889868 0.02 1.96 -1.21
H -1.490870 4.370266 -1.332466 0.41 0.27 0.08
H -1.602455 2.847416 -1.450026 -0.12 0.27 0.02
O -2.119297 3.666803 -1.459335 -0.28 -0.58 -0.10
```
Positions in Å, forces in eV/Å.

Results
spin multiplicity: 1
LUMO energy: 3.228 eV
calculated total energy: -10874.149 eV
gap between HOMO and LUMO: 6.65 eV
maximum force: 4.79 eV/Å
net charge: -1
HOMO energy: -3.42 eV

Results of the Mulliken charge analysis, in e, for atoms 1 through 4: atom 1 (O): -0.76, atom 2 (C): 0.42, atom 3 (O): -0.68, atom 4 (C): 0.31

(4)
Computed, not measured: 2 unconnected molecules or ions with the total composition C3H8NO3, with ωB97M-V/def2-TZVPD.

Structure (XYZ):
```
15
Properties=species:S:1:pos:R:3:forces:R:3
O -1.939799 -1.568490 -0.897025 -0.19 0.04 0.15
C -1.021474 -2.320003 -1.293602 0.20 -0.09 -0.50
O 0.213495 -2.169410 -1.256334 0.05 0.28 0.26
H -1.355422 -3.259849 -1.808887 -0.15 -0.06 0.12
C 1.809216 1.189630 0.612690 0.12 0.47 -0.81
N 0.591968 0.977000 -0.148286 -0.15 -0.06 -0.01
C -0.547295 0.769805 0.725529 -0.46 -0.11 0.07
O -1.786154 0.964103 0.103285 -0.29 -0.33 -0.36
H 1.675997 2.046780 1.281010 -0.07 -0.18 0.14
H 2.575379 1.510234 -0.109456 0.11 -0.32 0.32
H 2.159119 0.318716 1.179616 0.07 0.00 0.11
H 0.686609 0.137894 -0.720971 -0.02 0.02 -0.02
H -0.519436 -0.246608 1.163207 0.00 0.23 0.09
H -0.486187 1.538636 1.507997 0.08 -0.22 0.09
H -2.056015 0.111562 -0.338774 0.68 0.33 0.33
```
Positions in Å, forces in eV/Å.

Results
spin multiplicity: 1
LUMO energy: 4.084 eV
calculated total energy: -10874.842 eV
gap between HOMO and LUMO: 8.80 eV
maximum force: 0.94 eV/Å
net charge: -1
HOMO energy: -4.72 eV

Results of the Mulliken charge analysis, in e, for atoms 1 through 4: atom 1 (O): -0.71, atom 2 (C): -0.05, atom 3 (O): -0.64, atom 4 (H): 0.37

(5)
Computed, not measured: 2 unconnected molecules or ions with the total composition C3H8NO3 at a distorted geometry, with ωB97M-V/def2-TZVPD.

Structure (XYZ):
```
15
Properties=species:S:1:pos:R:3:forces:R:3
O -1.140433 -2.364275 -0.633081 -0.98 -1.25 0.10
C -1.487025 -1.187099 -0.468324 2.94 1.17 -0.67
O -2.455751 -0.507322 -0.773488 -2.12 0.05 -0.24
C -0.223668 -0.345166 0.004911 -2.00 0.72 0.46
C 0.027072 -0.765408 1.429178 2.29 0.40 1.17
N -0.388052 1.165047 -0.191450 1.66 -2.48 -2.03
H 0.518471 -0.655219 -0.695467 0.98 -0.25 -0.13
H 0.462117 -1.779096 1.554688 -0.61 0.36 -0.62
H 0.878063 -0.136248 1.828935 -0.97 -0.20 0.08
H -0.846971 -0.724849 2.104370 0.25 0.31 -0.45
H -0.799998 1.146761 -1.179837 -0.24 0.93 2.55
H -0.872610 1.571697 0.582393 -1.03 0.26 -0.35
H 1.479498 1.691164 -0.746274 -0.02 0.13 0.20
H 2.462487 1.073133 -1.705065 0.18 -0.28 -0.26
O 2.386800 1.816881 -1.111489 -0.33 0.14 0.19
```
Positions in Å, forces in eV/Å.

Results
spin multiplicity: 1
LUMO energy: 4.080 eV
calculated total energy: -10874.726 eV
gap between HOMO and LUMO: 7.87 eV
maximum force: 3.61 eV/Å
net charge: -1
HOMO energy: -3.79 eV

Results of the Mulliken charge analysis, in e, for atoms 1 through 4: atom 1 (O): -0.73, atom 2 (C): 0.44, atom 3 (O): -0.71, atom 4 (C): 0.49

(6)
Computed, not measured: 2 unconnected molecules or ions with the total composition C3H8NO3 at a distorted geometry, with ωB97M-V/def2-TZVPD.

Structure (XYZ):
```
15
Properties=species:S:1:pos:R:3:forces:R:3
O -0.781898 3.010683 1.874535 0.55 -0.17 -0.07
C -0.464689 1.875842 1.621366 -0.58 -1.60 0.34
O 0.783553 1.428233 1.408354 -0.37 1.43 0.11
H -1.219883 1.021739 1.661894 0.67 0.92 -0.29
H 0.903601 0.744367 0.669392 -0.09 -0.46 0.20
C -1.103687 -0.803062 -0.348162 0.28 -0.90 0.06
O -2.024198 -1.593713 -0.886493 -0.59 -0.01 -0.24
C 0.241181 -1.074458 -1.051093 0.16 0.03 -0.26
N 1.415129 -0.269608 -0.535959 0.37 -0.47 -0.70
H -1.325457 0.295924 -0.364362 0.16 0.11 -0.24
H -0.908368 -1.033738 0.729219 0.08 0.20 0.44
H 0.446167 -2.167531 -0.992400 -0.11 0.73 0.14
H 0.063939 -0.848447 -2.105050 0.13 -0.03 -0.08
H 2.200135 -0.909266 -0.393698 -0.32 0.22 0.36
H 1.774480 0.323033 -1.287538 -0.34 0.02 0.23
```
Positions in Å, forces in eV/Å.

Results
spin multiplicity: 1
LUMO energy: 3.707 eV
calculated total energy: -10873.055 eV
gap between HOMO and LUMO: 6.41 eV
maximum force: 1.73 eV/Å
net charge: -1
HOMO energy: -2.71 eV

Results of the Mulliken charge analysis, in e, for atoms 1 through 4: atom 1 (O): -0.54, atom 2 (C): 0.24, atom 3 (O): -0.52, atom 4 (H): 0.26

(7)
Computed, not measured: 3 unconnected molecules or ions with the total composition C3H8NO3 at a distorted geometry, with ωB97M-V/def2-TZVPD.

Structure (XYZ):
```
15
Properties=species:S:1:pos:R:3:forces:R:3
O 0.464011 0.909932 2.552382 0.30 0.11 0.52
C 0.362604 -0.323914 2.434399 -1.06 -0.07 -1.81
O 0.465746 -1.242773 3.262136 0.23 -0.23 0.69
C -0.089848 -0.852352 0.947633 0.58 -0.18 1.56
C 0.229303 0.142643 -0.158352 0.85 -0.77 0.63
N -2.093322 1.106683 -0.899914 -0.79 0.42 1.59
H -1.156198 -1.101848 1.086391 0.13 0.38 -0.22
H 0.771400 0.961060 0.315623 -0.57 0.51 -0.02
H 0.890433 -0.175880 -0.988882 -0.95 -0.20 -0.10
H -0.927061 0.520109 -0.384387 0.17 0.14 -1.19
H -2.748475 0.828884 -1.626333 0.81 -0.26 -0.49
H 0.386381 -1.838890 0.907880 0.13 0.17 -0.61
H 2.915883 -0.314401 -3.544467 -0.24 -0.13 0.28
H -1.771547 2.058107 -1.021472 0.10 0.00 -0.42
O 2.300692 -0.677359 -2.882638 0.30 0.11 -0.41
```
Positions in Å, forces in eV/Å.

Results
spin multiplicity: 2
LUMO energy (alpha / beta): 6.758 / 5.488 eV
calculated total energy: -10868.541 eV
gap between HOMO and LUMO (alpha / beta): 6.65 / 5.38 eV
maximum force: 2.09 eV/Å
net charge: -2
HOMO energy (alpha / beta): 0.11 / 0.11 eV

Results of the Mulliken charge analysis, in e, for atoms 1 through 4: atom 1 (O): -0.71, atom 2 (C): 0.48, atom 3 (O): -0.74, atom 4 (C): -0.54

(8)
Computed, not measured: 2 unconnected molecules or ions with the total composition C3H8NO3P at a distorted geometry, with ωB97M-V/def2-TZVPD.

Structure (XYZ):
```
16
Properties=species:S:1:pos:R:3:forces:R:3
C -2.094807 -1.052507 -0.594182 -0.57 -1.24 1.37
C -1.660699 0.343718 -0.113614 1.13 -2.08 0.15
C -0.488490 0.389904 0.913215 0.84 2.65 -2.54
N 1.961699 1.406912 -0.947409 -0.71 -2.31 -0.27
O 2.833247 0.104029 1.120326 -0.15 1.36 0.70
O 2.104800 -1.406576 -0.607594 -1.08 -0.59 -0.66
O -2.196285 1.349156 -0.441897 -0.57 1.02 -0.35
P 2.047227 -0.003651 -0.246448 2.49 1.76 -0.68
H -2.440444 -1.690060 0.295692 0.36 1.08 -0.97
H -1.322750 -1.673359 -1.011828 1.14 0.13 0.08
H -0.839073 0.069742 1.817613 -1.35 -0.12 2.82
H 0.301538 -0.355027 0.846091 0.02 -0.46 -0.74
H -0.036358 1.465899 0.888340 -1.02 -2.07 0.41
H 1.610171 1.186074 -1.907703 0.23 0.65 0.71
H 3.070217 1.030189 1.356180 -0.29 -0.74 -0.22
H -2.849988 -1.164447 -1.366775 -0.47 0.96 0.18
```
Positions in Å, forces in eV/Å.

Results
spin multiplicity: 1
LUMO energy: -0.085 eV
calculated total energy: -20161.842 eV
gap between HOMO and LUMO: 10.09 eV
maximum force: 3.77 eV/Å
HOMO energy: -10.18 eV

Results of the Mulliken charge analysis, in e, for atoms 1 through 4: atom 1 (C): -1.09, atom 2 (C): 0.83, atom 3 (C): -1.11, atom 4 (N): -0.61